ORCA calculation (wB97M-V/def2-TZVPD) on a cluster of 2 separate species, C3H13N2 in total in a non-equilibrium geometry.

Each line ends with the natural charge from an NBO analysis.
Cartesian coordinates (Å):
C 2.19330 0.22522 0.45325  -0.42
N 1.28871 -0.85456 1.01030  -0.87
H 3.06941 -0.20491 -0.00329  0.22
H 1.65150 0.80197 -0.28522  0.18
H 2.57726 0.87059 1.23942  0.22
H 1.28463 -0.73012 2.02118  0.38
H 1.79822 -1.73568 0.96394  0.39
H -0.23039 -0.47133 0.38351  0.47
C -1.63486 1.09937 0.23209  -0.43
N -1.18156 -0.27536 -0.08026  -0.54
C -0.98275 -0.47926 -1.55059  -0.41
H -1.95325 1.16038 1.26858  0.24
H -0.80809 1.78046 0.07387  0.23
H -2.49058 1.37241 -0.36528  0.23
H -1.85757 -0.96583 0.24128  0.42
H -1.92369 -0.32779 -2.05495  0.23
H -0.59043 -1.48248 -1.68981  0.23
H -0.20988 0.21691 -1.85799  0.22

Computed properties:
Net charge   +1
E_tot   -231.36283 hartree
E_HOMO   -14.83 eV
HOMO-LUMO gap   0.4382 Eh
Energy relative to the best compared isomer or geometry (same formula, charge and spin)   21.07 kcal per mole


ORCA calculation (wB97M-V/def2-TZVPD) on a structure of composition C44H42N6P2PdS2Se2Te.

Each line ends with the Löwdin charge.
Cartesian coordinates (Å):
Pd -0.35057 -0.05548 -1.13037  0.17
Se -2.13210 -2.86640 5.67178  0.30
P -0.71980 -1.41841 5.04796  0.56
C -1.10164 0.18749 5.80556  -0.35
C -1.94755 1.08332 5.16104  -0.08
C -2.32190 2.25334 5.80155  -0.07
C -1.85043 2.54156 7.07503  -0.10
C -1.01161 1.64403 7.71979  -0.10
C -0.64672 0.46429 7.08940  -0.09
C 0.96598 -1.79552 5.66263  -0.34
C 2.01458 -0.90730 5.42410  -0.08
C 3.29092 -1.20799 5.86878  -0.09
C 3.53386 -2.39493 6.55074  -0.11
C 2.49253 -3.27653 6.79310  -0.10
C 1.20934 -2.97505 6.35397  -0.12
C -0.48139 -1.00003 3.31656  -0.42
C -0.77507 -1.42806 2.01276  -0.41
N -0.20998 -0.52183 1.18945  -0.07
N 0.39723 0.39382 1.92185  -0.04
N 0.24253 0.13923 3.19710  -0.02
P -1.57820 -2.85243 1.23587  0.55
Se -0.71798 -3.40053 -0.60560  0.32
C -3.34620 -2.48297 1.12906  -0.36
C -4.09663 -2.26189 2.28268  -0.12
C -5.43517 -1.92680 2.17924  -0.10
C -6.02105 -1.78814 0.92682  -0.10
C -5.26866 -1.98713 -0.21897  -0.08
C -3.93032 -2.34048 -0.12190  -0.13
C -1.39099 -4.22327 2.40912  -0.38
C -0.12991 -4.47589 2.93986  -0.12
C 0.08484 -5.59474 3.72519  -0.10
C -0.95969 -6.47144 3.98618  -0.10
C -2.21324 -6.23066 3.44448  -0.10
C -2.42626 -5.11482 2.65064  -0.10
H -2.32508 0.87881 4.16580  0.04
H -2.98672 2.93847 5.29134  0.09
H -2.14025 3.46199 7.56693  0.09
H -0.64129 1.85964 8.71467  0.09
H -0.00073 -0.24187 7.59824  0.10
H 1.82357 0.00320 4.86920  0.09
H 4.10080 -0.51607 5.67362  0.10
H 4.53560 -2.63067 6.88926  0.09
H 2.67322 -4.20428 7.32271  0.09
H 0.38100 -3.64852 6.53723  0.04
H -3.63753 -2.34152 3.26134  0.04
H -6.00963 -1.73682 3.07751  0.10
H -7.06198 -1.49743 0.84624  0.09
H -5.70525 -1.83825 -1.19846  0.10
H -3.33054 -2.46487 -1.01381  0.02
H 0.68738 -3.79542 2.72796  0.11
H 1.06783 -5.77687 4.14107  0.10
H -0.79598 -7.34338 4.60830  0.09
H -3.03070 -6.91279 3.64351  0.10
H -3.40644 -4.93091 2.22924  0.11
S 1.88488 2.47924 -1.20289  0.47
C 1.76097 0.76953 -1.31191  -0.88
N 2.37552 0.01592 -0.33195  0.00
C 2.71597 -1.28231 -0.44271  -0.14
C 2.42075 -1.97130 -1.58735  -0.15
C 1.72808 -1.29693 -2.60900  -0.10
C 1.39271 0.04402 -2.49814  -0.24
H 2.50023 0.51016 0.54255  0.10
H 3.16376 -1.73168 0.43198  0.11
H 2.65577 -3.02230 -1.65934  0.09
H 1.46132 -1.81955 -3.52137  0.10
H 1.07004 0.60329 -3.36650  0.08
C 1.01453 0.04797 -8.15441  -0.08
C 0.19868 0.07367 -6.88858  -0.30
C -0.07629 1.26198 -6.23250  -0.04
C -0.83042 1.30267 -5.05927  -0.35
C -1.03272 2.62556 -4.37632  -0.12
C -1.34448 0.11663 -4.51350  -0.56
Te -2.49108 0.14638 -2.72022  0.77
C -1.04641 -1.09882 -5.16049  -0.34
C -1.50333 -2.41423 -4.59693  -0.12
C -0.29173 -1.09978 -6.32804  -0.05
H 1.34707 1.05246 -8.42221  0.06
H 0.44109 -0.34676 -8.99831  0.07
H 1.90382 -0.57815 -8.04576  0.07
H 0.31506 2.19379 -6.63248  0.10
H -0.58092 3.43182 -4.95801  0.06
H -0.57659 2.61441 -3.38023  0.04
H -2.09246 2.83213 -4.21603  0.05
H -1.21440 -2.50775 -3.54769  0.01
H -1.08535 -3.24488 -5.17048  0.06
H -2.59367 -2.49092 -4.60599  0.06
H -0.07222 -2.05073 -6.80763  0.10
C -3.63101 4.44659 2.42958  -0.07
N -2.72501 3.87766 1.46977  -0.15
C -1.79542 4.59082 0.72461  -0.07
C -1.14676 3.69460 -0.04839  -0.11
N -1.67385 2.46269 0.23625  0.07
C -2.64618 2.55426 1.16209  -0.78
S -3.59439 1.31665 1.82534  0.57
H -4.06331 5.36376 2.02625  0.08
H -3.11824 4.67430 3.36824  0.08
H -4.41640 3.71752 2.62455  0.04
H -1.68135 5.65407 0.82668  0.10
H -0.33499 3.79167 -0.74701  0.03
H -1.35943 1.58250 -0.23880  0.03

Computed properties:
Net charge   -2
E_tot   -8708.43160 hartree
E_HOMO   -1.16 eV
HOMO-LUMO gap   0.1842 Eh
Energy relative to the best compared isomer or geometry (same formula, charge and spin)   0.00 kcal per mole


ORCA calculation (wB97M-V/def2-TZVPD) on the molecule C3H6N4O2 in a non-equilibrium geometry.

Each line ends with the natural charge from an NBO analysis.
Cartesian coordinates (Å):
H -2.10028 0.71926 -3.34980  0.35
N -1.14922 0.70765 -3.12336  -0.67
C -0.84252 1.18600 -1.95624  0.24
N 0.44471 1.26704 -1.42798  -0.33
O 0.29341 1.24476 0.02695  -0.37
C 0.59732 -0.00221 0.46127  0.68
N 1.27311 -0.73795 -0.29719  -0.75
H 1.36092 -1.64523 0.14636  0.37
N 0.30095 -0.25316 1.77083  -0.66
C 0.30491 -1.37389 2.61263  0.55
O 1.06897 -2.27294 2.75389  -0.52
H -1.66485 1.59472 -1.40995  0.16
H 1.04111 0.39566 -1.62506  0.43
H -0.38827 0.43726 2.10215  0.41
H -0.54027 -1.26696 3.31549  0.11

Computed properties:
Structure (SMILES)   [H]/N=C/NO/C(=N/[H])NC=O
E_tot   -487.33305 hartree
E_HOMO   -9.87 eV
HOMO-LUMO gap   0.3762 Eh
Energy relative to the best compared isomer or geometry (same formula, charge and spin)   75.22 kcal per mole


ORCA calculation (wB97M-V/def2-TZVPD) on a structure of composition C31H23CrF4O7 in a non-equilibrium geometry.

Each line ends with the natural charge from an NBO analysis.
Cartesian coordinates (Å):
Cr -0.88645 0.04987 -0.07504  1.32
C -1.13320 3.98738 -1.75868  -0.46
C -0.87088 2.65908 -1.15860  0.40
C 0.54827 2.07024 -1.32273  0.48
O 0.81910 0.99016 -0.74666  -0.76
C 1.51833 2.74751 -2.17116  -0.49
C 1.17735 3.93150 -2.71935  0.40
C -0.16304 4.54235 -2.48504  0.36
O -0.38006 5.74786 -2.82818  -0.63
O 2.11487 4.48892 -3.46016  -0.65
O -1.68528 1.91159 -0.56791  -0.72
H -2.07312 4.50593 -1.64010  0.22
H 2.51185 2.38826 -2.39535  0.22
O -4.12802 -1.94496 0.99493  -0.66
C -3.15225 -1.21984 0.56512  0.95
O -2.54496 -0.49982 1.36484  -0.83
O -2.62604 -1.27131 -0.56054  -0.77
H -3.87095 -1.73401 1.89549  0.50
F -0.36019 1.36348 1.69235  -0.32
C -0.10583 2.03027 2.78731  0.41
C -1.25386 2.31404 3.54812  -0.27
C -1.01981 3.12322 4.69389  -0.20
C 0.27915 3.49024 5.00631  -0.24
C 1.40489 3.24046 4.18217  -0.19
C 1.19622 2.43968 3.05574  -0.27
H -2.26556 2.12498 3.22081  0.25
H -1.78094 3.33267 5.43093  0.21
H 0.44665 3.96199 5.96328  0.20
H 2.36277 3.66043 4.45138  0.22
H 2.00802 2.05515 2.45615  0.24
F 0.38107 -1.03212 1.72311  -0.35
C 0.58797 -1.29917 3.02285  0.46
C -0.40915 -1.10199 4.03466  -0.29
C -0.06964 -1.46844 5.38583  -0.20
C 1.20115 -1.89749 5.67819  -0.23
C 2.15943 -2.17221 4.66461  -0.18
C 1.83607 -1.83026 3.34427  -0.31
H -1.38710 -0.84475 3.65538  0.26
H -0.71472 -1.28719 6.23283  0.22
H 1.37281 -2.03433 6.73564  0.21
H 3.11290 -2.60942 4.92179  0.21
H 2.65197 -1.98993 2.65490  0.23
F -1.18088 0.19635 -2.42333  -0.33
C -1.35010 0.14282 -3.77260  0.41
C -2.10622 1.05270 -4.50351  -0.23
C -2.29052 0.95014 -5.87207  -0.21
C -1.72698 -0.14546 -6.59414  -0.23
C -1.03748 -1.11669 -5.86057  -0.22
C -0.85288 -0.98186 -4.48765  -0.27
H -2.54040 1.88201 -3.96488  0.24
H -2.86580 1.61240 -6.50203  0.22
H -1.80607 -0.24480 -7.66664  0.21
H -0.52114 -1.97237 -6.26998  0.21
H -0.27575 -1.76074 -4.01156  0.21
F 0.39700 -1.58573 -1.04030  -0.32
C 1.14317 -2.70003 -1.26585  0.40
C 1.78649 -2.98661 -2.47304  -0.26
C 2.48071 -4.14435 -2.73663  -0.21
C 2.43362 -5.09473 -1.67794  -0.21
C 1.86681 -4.86165 -0.44171  -0.20
C 1.18211 -3.64963 -0.29428  -0.26
H 1.90993 -2.18037 -3.18095  0.23
H 2.96097 -4.39483 -3.67097  0.23
H 2.92024 -6.03618 -1.88595  0.20
H 1.93907 -5.45149 0.46009  0.22
H 0.72433 -3.44894 0.66310  0.22

Computed properties:
Net charge   -1
E_tot   -3165.71822 hartree
E_HOMO (spin up / spin down)   -3.85 / -3.84 eV
2S+1   5
<S²>   6.009
HOMO-LUMO gap (spin up / spin down)   0.2176 / 0.2175 Eh
Energy relative to the best compared isomer or geometry (same formula, charge and spin)   0.00 kcal per mole


ORCA calculation (wB97M-V/def2-TZVPD) on a structure of composition C44H47CaF6Ge2NO2PS.

Each line ends with the Mulliken spin population.
Cartesian coordinates (Å):
Ca -0.65743 0.04707 0.70088  0.01
O -1.44469 1.19406 2.52812  0.07
C -2.19638 0.21331 2.83382  0.10
O -2.08277 -0.91271 2.30065  0.00
C -3.23937 0.47657 3.86116  -0.06
C -4.07144 -0.55181 4.28960  0.00
C -5.04634 -0.31476 5.24251  -0.01
C -5.18568 0.96711 5.76366  0.00
C -4.36458 1.99849 5.34500  -0.01
C -3.37510 1.76271 4.38620  -0.01
S -2.33195 3.05752 3.86095  0.94
H -3.92261 -1.53030 3.85218  0.00
H -5.69123 -1.11593 5.58037  0.00
H -5.94582 1.16759 6.50988  0.00
H -4.48646 2.99040 5.76256  -0.02
C 2.85279 2.66901 -1.92475  0.00
C 1.80294 1.97342 -2.78362  0.00
Ge 2.11698 0.02885 -2.95157  0.00
C 0.59606 -0.74778 -3.96479  0.00
C 0.33149 -2.21130 -3.62987  0.00
C 3.80600 -0.48189 -3.82572  0.00
C 4.41289 -1.31235 -2.95263  0.00
Ge 3.23363 -1.22267 -1.21187  0.00
C 2.82741 -3.14992 -0.94170  0.00
C 3.75538 -3.87226 0.03083  0.00
C 4.46554 -0.18792 -0.04160  0.00
C 5.11402 -0.93916 1.11714  0.00
C 5.65569 -2.02874 -3.27949  0.00
C 5.88896 -2.56668 -4.54954  0.00
C 7.06336 -3.24665 -4.83594  0.00
C 8.03768 -3.40617 -3.86035  0.00
C 7.81858 -2.88676 -2.59043  0.00
C 6.63913 -2.21900 -2.30214  0.00
H 2.74337 3.75655 -1.92437  0.00
H 3.86571 2.43299 -2.26527  0.00
H 2.77979 2.33849 -0.88499  0.00
H 1.79815 2.38785 -3.79923  0.00
H 0.79678 2.14058 -2.38568  0.00
H 0.85432 -0.64689 -5.02519  0.00
H -0.29682 -0.14329 -3.79588  0.00
H 1.24966 -2.80373 -3.68169  0.00
H -0.39753 -2.66840 -4.30616  0.00
H -0.05268 -2.31471 -2.61265  0.00
H 4.22533 -0.25401 -4.81044  0.00
H 2.87674 -3.61137 -1.93421  0.00
H 1.80057 -3.22176 -0.58156  0.00
H 4.80399 -3.79312 -0.27387  0.00
H 3.51083 -4.93698 0.10021  0.00
H 3.66011 -3.45609 1.03514  0.00
H 3.87581 0.63754 0.36106  0.00
H 5.22433 0.24283 -0.70524  0.00
H 4.35821 -1.36056 1.78162  0.00
H 5.73813 -0.27068 1.71914  0.00
H 5.74827 -1.76295 0.77710  0.00
H 5.12219 -2.45657 -5.30746  0.00
H 7.21643 -3.66284 -5.82593  0.00
H 8.95275 -3.94227 -4.08400  0.00
H 8.56499 -3.01174 -1.81417  0.00
H 6.46651 -1.82843 -1.30727  0.00
F -1.32737 0.18306 -1.50377  0.00
P -2.67175 1.20896 -1.54000  0.00
F -2.02063 1.97243 -2.77411  0.00
F -1.82025 2.16228 -0.49225  0.00
F -3.41134 0.17784 -2.49673  0.00
F -3.91645 2.18856 -1.48416  0.00
F -3.18973 0.40058 -0.21495  0.00
C 1.55216 -0.87861 0.69235  0.01
C 1.81259 -1.24165 1.85027  -0.01
C 2.13542 -1.71798 3.14060  0.00
C 1.99344 -3.13533 3.38668  0.00
C 1.13473 -3.92803 2.58598  0.00
C 1.02420 -5.29403 2.75091  0.00
C 1.76236 -5.96670 3.72292  0.00
C 2.62564 -5.21618 4.51210  0.00
C 2.74250 -3.84644 4.35251  0.00
C 2.61786 -0.75317 4.09889  0.00
C 2.61409 -0.95391 5.50060  0.00
C 3.07607 0.00334 6.38564  0.00
C 3.57307 1.22449 5.94173  0.00
C 3.56004 1.46069 4.56912  0.00
C 3.08735 0.51824 3.67753  0.00
H 0.55677 -3.43591 1.81426  0.00
H 0.34589 -5.84365 2.10555  0.00
H 1.67734 -7.03964 3.84953  0.00
H 3.24061 -5.70804 5.26028  0.00
H 3.46533 -3.31650 4.95865  0.00
H 2.20004 -1.86929 5.90218  0.00
H 3.03278 -0.21073 7.44973  0.00
H 3.94436 1.96950 6.63504  0.00
H 3.94470 2.40002 4.18160  0.00
H 3.09371 0.73772 2.61510  0.00
N 0.53192 2.86395 1.45606  0.01
C 1.27737 3.99829 1.20216  0.01
C 0.93999 4.83791 0.13425  0.00
C 1.70967 5.95133 -0.15083  0.00
C 2.83289 6.25561 0.60760  0.00
C 3.17030 5.42230 1.66602  0.00
C 2.40499 4.30902 1.96911  0.00
H -0.42600 2.91176 1.14435  0.00
H 0.62883 2.43064 2.36233  0.00
H 0.07893 4.59589 -0.47973  0.00
H 1.42996 6.58146 -0.98745  0.00
H 3.43764 7.12280 0.37385  0.00
H 4.04449 5.63665 2.26994  0.00
H 2.67268 3.66180 2.79607  0.00

Computed properties:
Net charge   -2
E_tot   -8080.61477 hartree
E_HOMO (spin up / spin down)   -0.63 / -0.63 eV
2S+1   2
<S²>   0.754
HOMO-LUMO gap (spin up / spin down)   0.1700 / 0.1229 Eh
Energy relative to the best compared isomer or geometry (same formula, charge and spin)   32.16 kcal per mole